[1]
C6H13AsCl3N4PtSe | ωB97M-V with the def2-TZVPD basis set

## Properties
Highest occupied orbital energy ... -10.52 eV
Frontier orbital gap ... 5.3 eV
Total charge ... +1
LUMO level ... -0.19342 hartree

Geometry as XYZ:
```
29
Properties=species:S:1:pos:R:3:forces:R:3
Pt -0.01260 -0.07130 0.11450 -0.6 -0.4 0.4
Se 4.72260 0.55180 -0.01730 0.7 0.1 0.0
C 3.02070 0.31150 0.05830 -1.0 -0.2 0.1
N 1.85600 0.13320 0.10100 1.9 0.2 0.0
N -1.66850 3.06980 0.21830 -0.4 -0.2 0.0
N -0.36550 2.50910 0.10650 0.7 -1.1 -0.1
H -1.67040 4.06560 -0.00120 0.2 -0.2 0.1
H -2.01410 2.94960 1.16470 0.2 0.0 -0.1
H 0.30640 2.90100 0.77060 -0.1 -0.1 -0.2
H -0.02720 2.69480 -0.83610 0.0 0.0 0.2
C -0.48900 -4.61110 0.29050 -0.5 0.6 0.7
As 0.29380 -2.82370 -0.02660 1.0 1.2 -1.6
C 0.03690 -2.72320 -1.96630 0.0 -0.1 0.1
C 2.21080 -3.24780 0.01470 -0.1 0.2 0.3
H -0.02720 -5.29630 -0.41840 0.2 0.3 -0.1
H -1.56210 -4.57790 0.12150 0.0 0.0 0.0
H -0.29400 -4.94370 1.30930 0.0 0.1 -0.1
H 0.44760 -3.61610 -2.43470 0.0 -0.1 0.0
H 0.54480 -1.84190 -2.36260 0.0 -0.1 0.1
H -1.02060 -2.65460 -2.20730 -0.1 0.0 0.0
H 2.34640 -4.32890 0.02860 -0.2 0.0 0.0
H 2.68560 -2.82590 0.89810 0.0 0.0 0.0
H 2.69400 -2.83410 -0.87150 -0.2 0.1 0.1
Cl -5.01350 -1.69980 0.33810 0.2 0.5 -0.1
C -4.47040 -0.01820 0.02710 -1.8 0.0 -0.1
Cl -5.02660 0.51280 -1.58730 0.2 -0.1 0.5
Cl -5.11460 1.07670 1.28690 0.4 -0.3 -0.4
C -3.04300 -0.02210 0.04730 2.5 -0.2 0.0
N -1.89210 -0.10660 0.04470 -3.3 -0.1 0.2
```
Forces are in eV/Å.

***

[2]
C10H15NO3S | ωB97M-V with the def2-TZVPD basis set

## Properties
Highest occupied orbital energy ... -8.09 eV
Frontier orbital gap ... 8.4 eV
LUMO level ... 0.00996 hartree

Geometry as XYZ:
```
30
Properties=species:S:1:pos:R:3:forces:R:3
C -1.30055 -2.57227 -0.14930 0.1 -0.1 -0.8
C 0.75844 -1.58530 -0.11751 2.4 -1.2 1.2
C -2.26847 -3.39004 0.27120 1.2 0.5 1.2
C -1.37597 -1.43480 -1.21163 1.1 -1.4 0.2
C 0.09843 -0.77256 -1.11418 -3.2 1.5 -0.6
C -1.58605 0.63343 -0.15885 -0.5 -0.6 -0.6
C -2.23274 1.93632 -0.59929 1.3 0.0 0.8
C -1.65339 0.52947 1.41916 -1.2 -0.4 -1.1
C 3.97345 0.66711 -0.88219 -0.2 -0.5 1.0
C 2.85402 0.38678 0.08322 -1.3 -0.3 0.7
N 0.10080 -2.62913 0.35569 -2.3 0.6 -0.7
O 0.41779 -3.55338 1.14342 0.7 0.6 -0.1
O -2.29140 -0.45307 -0.84994 0.4 0.7 0.4
O -0.28115 0.56398 -0.69038 0.5 0.2 0.5
S 2.46070 -1.45267 0.31362 -0.1 0.7 -0.2
H -2.13218 -4.03075 1.17766 0.1 0.4 -1.2
H -3.25443 -3.25634 -0.12493 -0.3 0.0 -0.2
H -1.61496 -1.84936 -2.22226 0.1 0.4 0.8
H 0.63631 -0.50104 -2.04077 -0.1 -1.1 0.4
H -2.45492 2.15887 -1.60749 -0.8 -0.9 -1.2
H -1.58432 2.75866 -0.42330 1.4 0.6 0.6
H -2.97938 2.16582 0.09546 -1.9 0.1 0.5
H -0.88634 -0.15996 1.80783 -0.3 0.3 -0.1
H -2.71230 0.14413 1.70552 1.9 0.8 -0.4
H -1.48740 1.57379 1.75503 -0.1 -0.8 0.3
H 4.85417 0.52980 -0.31114 1.4 0.0 -0.1
H 3.96867 0.05570 -1.74661 0.0 -0.9 -0.7
H 3.89880 1.66183 -1.23660 0.1 1.2 -0.1
H 1.96900 0.92102 -0.31388 0.1 -0.5 0.9
H 3.11234 0.68703 1.14788 -0.5 0.0 -1.5
```
Forces are in eV/Å.

***

[3]
C39H35NO9P4S2Ta | ωB97M-V with the def2-TZVPD basis set

## Properties
Highest occupied orbital energy ... -10.69 eV
Frontier orbital gap ... 7.3 eV
Total charge ... +1
LUMO level ... -0.12354 hartree

Geometry as XYZ:
```
91
Properties=species:S:1:pos:R:3:forces:R:3
Ta -1.62876 -0.11485 -0.59109 2.6 -1.1 0.6
S -1.25775 -2.14749 -2.23525 -0.3 0.2 0.1
P 0.50960 -1.13125 -2.30116 0.0 0.1 0.1
C 0.40565 -0.38685 -0.69323 -0.3 0.1 0.0
P 1.63177 -0.69324 0.52290 0.0 0.0 0.0
S 1.12455 -0.68828 2.48864 0.1 0.0 -0.5
C 2.92199 0.54436 0.23942 0.0 0.1 0.0
C 3.98216 0.34724 -0.63945 0.0 0.0 0.0
C 4.85146 1.39145 -0.92595 0.0 0.0 0.0
C 4.66331 2.63546 -0.34468 0.0 0.0 0.0
C 3.60826 2.83651 0.53681 0.0 0.0 0.0
C 2.74535 1.79443 0.82897 0.0 0.0 0.0
C 2.30502 -2.36379 0.38361 0.0 0.0 0.1
C 1.37167 -3.39928 0.32385 0.0 0.0 0.1
C 1.78912 -4.71485 0.40128 0.0 0.0 0.0
C 3.14125 -5.00658 0.53843 0.0 0.0 0.0
C 4.06908 -3.98010 0.61640 0.0 0.0 0.0
C 3.65375 -2.65635 0.55411 0.0 0.0 0.0
C 1.87076 -2.23561 -2.73952 -0.1 -0.1 0.0
C 1.70865 -3.61604 -2.70726 0.0 0.0 0.0
C 2.74744 -4.44413 -3.10525 0.0 0.0 0.0
C 3.94604 -3.89536 -3.53482 0.0 0.0 0.0
C 4.10212 -2.51570 -3.59249 0.0 0.0 0.0
C 3.06365 -1.68475 -3.20935 0.0 0.0 0.0
C 0.62973 0.12670 -3.58134 0.0 0.0 0.0
C 0.32317 -0.21101 -4.89577 0.0 0.0 0.0
C 0.46777 0.73500 -5.89623 0.0 0.0 0.0
C 0.93393 2.00634 -5.58602 0.0 0.0 0.0
C 1.25162 2.33640 -4.27659 0.0 0.0 0.0
C 1.09329 1.39848 -3.26704 0.0 0.0 0.0
H 4.13806 -0.61578 -1.10175 0.0 0.0 0.0
H 5.67988 1.22833 -1.60318 0.0 0.0 0.0
H 5.34286 3.44666 -0.56995 0.0 0.0 0.0
H 3.46633 3.80366 1.00095 0.0 0.0 0.0
H 1.92921 1.93770 1.52672 0.0 0.0 0.0
H 0.31561 -3.17001 0.22778 0.0 0.0 0.0
H 1.06112 -5.51424 0.35763 0.0 0.0 0.0
H 3.46893 -6.03615 0.59773 0.0 0.0 0.0
H 5.11954 -4.20570 0.74334 0.0 0.0 0.0
H 4.38162 -1.86518 0.66719 0.0 0.0 0.0
H 0.77125 -4.04129 -2.37189 0.0 0.0 0.0
H 2.61864 -5.51776 -3.07945 0.0 0.0 0.0
H 4.75556 -4.54313 -3.84454 0.0 0.0 0.0
H 5.02676 -2.08802 -3.95747 0.0 0.0 0.0
H 3.16997 -0.61196 -3.30395 0.0 0.0 0.0
H -0.04088 -1.20376 -5.13558 0.0 0.0 0.0
H 0.21356 0.48387 -6.91697 0.0 0.0 0.0
H 1.04377 2.74437 -6.36944 0.0 0.0 0.0
H 1.61132 3.32872 -4.03861 0.0 0.0 0.0
H 1.31524 1.65498 -2.23697 0.0 0.0 0.0
O -3.82903 -0.32925 -2.94085 -0.1 0.0 -0.1
P -3.13932 1.10144 -3.03633 -0.1 -0.2 -0.1
O -3.22365 1.67920 -4.36324 0.2 0.5 0.2
O -1.78055 0.86506 -2.31105 -0.8 0.1 -0.7
O -3.92772 1.95831 -1.86279 -0.1 0.0 0.1
P -3.72371 1.50866 -0.33326 -0.3 0.3 -0.4
O -4.79466 2.33863 0.43170 0.0 -0.1 0.1
O -2.27045 1.78607 0.07859 -0.2 -0.1 -0.1
O -3.84839 0.00614 -0.21545 -0.1 0.1 -0.3
H -4.45043 -0.48370 -3.66298 0.0 0.0 0.0
H -5.21897 3.03675 -0.08402 0.0 0.0 0.0
C -4.33056 1.93010 5.15490 0.0 0.0 0.0
O -3.04504 1.83200 4.55700 0.0 0.1 0.0
C -2.71854 2.72643 3.59886 0.0 -0.1 0.0
C -3.55369 3.74428 3.15341 0.0 0.0 0.0
C -3.09567 4.67188 2.22648 0.0 0.0 0.0
C -1.80921 4.59609 1.72296 0.0 0.0 0.0
C -0.98448 3.56724 2.14621 0.0 0.0 0.0
C -1.42919 2.62942 3.06202 0.0 0.1 -0.2
N -0.48530 1.69788 3.57755 0.2 0.2 0.0
C -0.47383 0.36939 3.64650 0.2 -0.5 0.2
C -1.66151 -0.51555 3.52547 -0.1 0.0 0.3
C -2.20260 -0.93536 4.74435 0.0 0.1 0.0
C -3.31057 -1.75636 4.79878 0.0 0.0 0.0
C -3.88368 -2.20901 3.61476 0.0 0.0 0.0
C -3.33252 -1.85276 2.40003 0.0 0.0 0.0
C -2.22331 -1.01303 2.35687 0.0 0.0 0.1
O -1.65859 -0.75989 1.16010 -0.2 -0.1 0.4
H -4.36354 1.15623 5.91597 0.0 0.0 0.0
H -5.11790 1.74834 4.42014 0.0 0.0 0.0
H -4.47370 2.90708 5.62031 0.0 0.0 0.0
H -4.55445 3.83496 3.54767 0.0 0.0 0.0
H -3.75570 5.46977 1.91064 0.0 0.0 0.0
H -1.44933 5.32255 1.00831 0.0 0.0 0.0
H 0.02444 3.48448 1.75987 0.0 0.0 0.0
H 0.38852 2.12135 3.85694 0.0 0.0 0.1
H 0.23760 0.01064 4.38300 -0.3 0.2 0.3
H -1.74801 -0.58434 5.66312 0.0 0.0 0.0
H -3.71765 -2.05246 5.75561 0.0 0.0 0.0
H -4.74548 -2.86240 3.63925 0.0 0.0 0.0
H -3.73361 -2.22837 1.46911 0.0 0.0 0.0
```
Forces are in eV/Å.

***

[4]
Cl2H8Si4 | ωB97M-V with the def2-TZVPD basis set

## Properties
Highest occupied orbital energy ... -8.43 eV
Frontier orbital gap ... 7.0 eV
LUMO level ... -0.05175 hartree

Geometry as XYZ:
```
14
Properties=species:S:1:pos:R:3:forces:R:3
Si 2.57619 0.58114 -1.76613 -0.5 0.0 0.3
Si -2.71385 -1.82899 1.16261 -0.4 1.6 1.4
Si 2.91657 2.98905 -1.96536 0.4 -0.3 -0.3
Si -1.15015 -0.08365 1.28370 -1.1 0.2 -0.7
Cl 0.39432 -0.69041 2.33260 1.8 -0.9 1.3
Cl -1.63311 1.74448 2.05945 -0.4 0.2 0.0
H 1.37591 0.19034 -0.94761 0.4 0.1 -0.1
H 2.15412 0.21892 -3.17407 0.4 -0.1 0.4
H 3.73591 -0.24486 -1.21224 -0.4 0.5 -0.5
H -2.63324 -2.25068 -0.13229 0.7 -1.1 -2.6
H -2.49348 -2.90634 2.09945 0.0 -0.3 0.5
H -4.06608 -1.27618 1.07201 -0.4 0.1 0.6
H 2.11905 3.43769 -0.78193 -0.2 -0.2 0.3
H -0.58215 0.11948 -0.03018 -0.1 0.3 -0.6
```
Forces are in eV/Å.

***

[5]
C16H15GaN5O5 | ωB97M-V with the def2-TZVPD basis set

## Properties
Highest occupied orbital energy ... -11.60 eV
Frontier orbital gap ... 8.5 eV
Total charge ... +1
LUMO level ... -0.11236 hartree

Geometry as XYZ:
```
42
Properties=species:S:1:pos:R:3:forces:R:3
Ga -1.03718 -0.07676 0.16291 0.0 0.2 -0.2
O -2.45251 0.51451 -0.78494 -0.3 0.4 -0.2
C -2.88525 0.10307 -1.98862 0.2 0.1 0.3
C -4.22315 0.32005 -2.31198 -0.1 0.0 -0.1
C -4.71639 -0.08165 -3.53711 0.0 0.0 0.0
C -3.89082 -0.71705 -4.46959 -0.1 0.1 0.1
C -2.57249 -0.93811 -4.15040 0.1 0.0 -0.1
C -2.04922 -0.53017 -2.91775 0.3 -0.1 0.2
C -0.64450 -0.75913 -2.59103 -0.3 0.1 -0.3
N -0.08139 -0.68482 -1.38231 0.5 -0.4 0.1
C 1.28193 -0.95463 -1.52274 -0.2 -0.1 0.1
C 1.53244 -1.19654 -2.82086 -0.3 0.0 -0.2
N 0.31206 -1.06690 -3.47420 0.4 -0.1 0.0
H -4.84925 0.80769 -1.57613 0.0 0.0 0.0
H -5.75895 0.09068 -3.77490 0.0 0.0 0.0
H -4.28116 -1.03847 -5.42532 0.0 0.0 0.0
H -1.94199 -1.45094 -4.86827 0.0 0.0 0.0
H 1.95708 -0.94945 -0.68592 -0.1 0.0 0.0
H 2.44589 -1.43118 -3.33839 -0.1 0.0 0.0
H 0.16787 -1.14415 -4.46713 0.0 0.0 0.0
O -0.33948 0.68449 3.16478 -0.2 -0.1 -0.1
C 0.59543 0.65645 2.39383 0.2 0.1 -0.4
O 0.46994 0.39309 1.08637 0.1 0.2 0.4
C 1.99911 0.90926 2.82180 -0.1 0.0 0.0
C 2.24405 1.24489 4.15040 0.1 0.0 0.1
C 3.54069 1.47991 4.57921 0.0 0.0 0.0
C 4.60158 1.37603 3.68765 0.0 0.0 0.2
C 4.32503 1.04089 2.37907 0.4 0.0 -0.3
C 3.04911 0.81142 1.92155 -0.1 0.0 -0.1
N 5.45198 0.91863 1.41139 -0.2 0.1 0.1
O 6.56379 1.16057 1.81882 0.0 0.0 0.0
O 5.17707 0.59133 0.27434 -0.1 -0.1 0.0
H 1.41161 1.31840 4.83775 0.0 0.0 0.0
H 3.73140 1.74350 5.61114 0.0 0.0 0.0
H 5.62305 1.55049 3.99434 0.0 0.0 0.0
H 2.88883 0.57232 0.88254 0.0 0.0 0.0
N -3.53672 -1.15315 1.36565 0.2 0.1 0.0
N -2.29583 -0.49376 1.68770 0.0 -0.4 0.2
H -4.15274 -1.07013 2.16734 0.0 -0.1 0.0
H -3.33491 -2.13486 1.21986 0.0 0.0 0.0
H -1.81463 -0.87731 2.49955 0.0 0.0 0.2
H -2.51140 0.46151 1.96961 -0.1 0.1 0.0
```
Forces are in eV/Å.

***

[6]
C21H33N2O9P3Pd | ωB97M-V with the def2-TZVPD basis set

## Properties
Highest occupied orbital energy (spin up / spin down) ... -7.53 / -8.80 eV
Multiplicity ... 3
Frontier orbital gap (spin up / spin down) ... 8.0 / 7.5 eV
LUMO level (spin up / spin down) ... 0.01697 / -0.04782 hartree

Geometry as XYZ:
```
69
Properties=species:S:1:pos:R:3:forces:R:3
Pd -1.02888 -0.16252 0.11174 -0.5 -0.1 0.1
O -4.49600 1.57208 2.32736 0.0 0.0 0.0
P -3.19279 1.54715 1.39780 0.3 -0.1 0.2
O -3.00540 2.86173 0.74458 0.0 0.0 -0.1
O -3.15914 0.23982 0.66810 0.0 0.3 0.0
O -1.96400 1.45737 2.53516 -0.1 -0.1 0.0
P -1.45372 0.28741 3.45631 -0.2 0.1 -0.1
O -2.74843 -0.45101 4.00389 0.0 -0.1 0.0
O -0.48384 0.72409 4.45598 0.0 0.0 0.0
O -0.89558 -0.84408 2.46184 0.1 0.0 0.1
H -4.79763 2.48277 2.42450 0.0 0.0 0.0
H -3.27275 0.09376 4.60262 0.0 0.0 0.0
C 3.76233 -1.12781 0.27120 0.0 0.0 0.0
C 2.49782 -0.34766 -0.08714 0.0 0.0 0.1
C 2.61879 0.24471 -1.49244 0.0 0.0 0.0
C 2.33406 0.80697 0.91119 0.0 0.0 0.0
P 0.90959 -1.32954 0.02581 0.3 -0.1 -0.1
C 1.01105 -2.17088 1.65077 -0.1 0.1 0.0
C 1.69092 -3.33721 1.86415 0.0 0.0 0.0
C 1.63169 -4.04851 3.07504 0.0 0.0 0.0
C 0.78071 -3.60201 4.11214 0.0 0.0 0.0
C 0.12081 -2.42849 4.00138 0.1 0.0 0.0
C 0.35374 -1.51450 2.84330 0.0 0.1 0.0
C 0.82212 -2.66747 -1.29481 0.0 0.0 0.1
C 0.25256 -1.99462 -2.55456 0.0 0.0 0.0
C -0.21330 -3.69849 -0.82451 0.0 0.0 0.0
C 2.12039 -3.37521 -1.68936 0.0 0.0 0.0
H 4.62295 -0.45640 0.20801 0.0 0.0 0.0
H 3.94709 -1.96100 -0.40476 0.0 0.0 0.0
H 3.71953 -1.51298 1.29051 0.0 0.0 0.0
H 3.42987 0.97731 -1.49771 0.0 0.0 0.0
H 1.70302 0.75923 -1.79298 0.0 0.0 0.0
H 2.85091 -0.51033 -2.24381 0.0 0.0 0.0
H 3.21054 1.45723 0.84992 0.0 0.0 0.0
H 2.26238 0.45446 1.94092 0.0 0.0 0.0
H 1.44817 1.41016 0.69904 0.0 0.0 0.0
H 2.26603 -3.76782 1.05664 0.0 0.0 0.0
H 2.17524 -4.97684 3.17952 0.0 0.0 0.0
H 0.64860 -4.21322 4.99544 0.0 0.0 0.0
H -0.52317 -2.06607 4.79109 0.0 0.0 0.0
H 1.01059 -0.70828 3.20327 0.0 0.0 0.0
H -0.74534 -1.59668 -2.37043 0.0 0.0 0.0
H 0.18422 -2.74762 -3.34431 0.0 0.0 0.0
H 0.87562 -1.17962 -2.92121 0.0 0.0 0.0
H -1.12374 -3.21338 -0.46294 0.0 0.0 0.0
H 0.16381 -4.34275 -0.03258 0.0 0.0 0.0
H -0.48477 -4.32915 -1.67531 0.0 0.0 0.0
H 2.83616 -2.69185 -2.14639 0.0 0.0 0.0
H 1.88041 -4.13760 -2.43563 0.0 0.0 0.0
H 2.61616 -3.88168 -0.86325 0.0 0.0 0.0
O -0.83329 4.48387 0.26564 -0.1 0.0 0.0
C -1.40174 5.23170 -0.77340 0.0 0.0 0.1
N -0.53207 5.31598 -1.92724 0.0 0.1 0.0
C -0.48220 4.44543 -2.96446 0.0 0.0 0.0
O 0.13477 4.66429 -3.99027 0.0 0.0 0.0
C -1.24004 3.16001 -2.78511 0.0 0.0 0.0
C -2.27550 2.81957 -3.64041 0.0 0.0 0.0
C -2.92942 1.61269 -3.44998 0.0 0.0 0.0
C -2.50023 0.77542 -2.43736 0.0 0.0 0.0
N -1.46522 1.07399 -1.64849 0.0 0.1 -0.2
C -0.86308 2.25175 -1.80786 0.0 0.0 0.0
H -1.53262 3.86912 0.56807 0.0 -0.1 0.1
H -1.57824 6.26111 -0.44989 0.0 0.0 0.0
H -2.35585 4.79194 -1.06946 0.0 0.0 0.0
H 0.05332 6.12964 -2.03622 0.0 0.0 0.0
H -2.56486 3.49659 -4.43385 0.0 0.0 0.0
H -3.75844 1.31899 -4.07782 0.0 0.0 0.0
H -2.99569 -0.16545 -2.23484 0.0 0.0 0.0
H -0.04899 2.48040 -1.13214 0.0 0.0 0.0
```
Forces are in eV/Å.

***

One value per record, in order, for energy above the lowest of the compared OMol25 structures with the same formula, charge and spin: 45.65, 82.24, 54.79, 48.66, 9.35, 26.37 kcal per mole.